No. 1
# C24H50F12KN2O18S4

A structure of composition C24H50F12KN2O18S4 in a non-equilibrium geometry (ωB97M-V with the def2-TZVPD basis set, OMol25).

Values from the calculation:
orbital gap (alpha / beta) = 0.1076 / 0.2992 hartree
total charge = -2
LUMO level (alpha / beta) = 0.11603 / 0.11612 hartree
multiplicity = 2
highest occupied orbital energy (alpha / beta) = 0.230 / -4.983 eV
⟨S²⟩ = 0.7502

Each line ends with the Löwdin spin population.
CARTESIAN COORDINATES (ANGSTROEM)
K  -2.6100  -0.7275  -0.0039  0.744
C  -1.5853  2.9519  1.0189  0.007
F  -1.7476  3.7178  -0.0629  0.005
F  -1.6544  3.8307  2.0865  0.002
F  -2.4419  1.9443  1.0228  0.047
S  0.1931  2.0605  0.9395  0.013
O  1.0306  3.0939  0.3256  0.001
O  0.6281  1.7984  2.3722  0.002
N  -0.1288  0.6580  -0.0095  0.004
S  1.3288  0.0631  -0.1302  0.008
O  2.0716  0.7862  -1.1093  0.001
O  2.0537  -0.2104  1.0878  0.001
C  0.9816  -1.7143  -0.9759  0.003
F  0.7746  -1.6278  -2.2802  0.002
F  1.9345  -2.6347  -0.8026  0.001
F  -0.0752  -2.2483  -0.3958  0.022
C  8.6540  -6.2704  -2.6681  0.000
F  9.8095  -6.5474  -2.1008  0.000
F  8.5796  -5.1128  -3.2978  0.000
F  8.4094  -7.1596  -3.6022  0.000
S  7.2047  -6.1429  -1.3983  0.000
O  7.2068  -7.4430  -0.7608  0.000
O  7.4876  -5.0308  -0.4758  0.000
N  5.8430  -5.8906  -2.5074  0.000
S  5.4529  -4.3596  -2.3009  0.000
O  4.3945  -4.0319  -1.3606  0.000
O  6.4957  -3.3395  -2.2481  0.000
C  4.6315  -3.9130  -4.0311  0.000
F  5.6129  -3.7754  -4.9657  0.000
F  3.8068  -4.9195  -4.4489  0.000
F  3.8970  -2.7988  -3.8981  0.000
C  -1.8675  9.4472  -1.5627  0.000
O  -2.7293  8.2826  -1.7315  0.000
C  -2.1094  7.0270  -1.5150  0.000
C  -1.6789  6.8471  -0.0648  0.000
O  -0.2684  7.0356  -0.1069  0.000
C  0.3581  7.3158  1.1680  0.000
H  -2.4666  10.3527  -1.6580  0.000
H  -1.2119  9.5669  -2.4252  0.000
H  -1.2084  9.5061  -0.6965  0.000
H  -1.3111  7.0507  -2.2569  0.000
H  -2.8340  6.2289  -1.6762  0.000
H  -1.9770  5.9312  0.4455  0.000
H  -2.1585  7.6740  0.4590  0.000
H  0.3890  6.4082  1.7708  0.000
H  -0.0614  8.1857  1.6734  0.000
H  1.4478  7.3361  1.1519  0.000
C  -2.5367  9.6118  5.6960  0.000
O  -2.1754  8.2350  5.4903  0.000
C  -2.2558  7.7359  4.1372  0.000
C  -2.4176  6.2424  3.9505  0.000
O  -3.7525  5.7868  4.1531  0.001
C  -3.8018  4.3460  4.3099  0.002
H  -2.1912  9.9132  6.6849  0.000
H  -3.6209  9.7214  5.6715  0.000
H  -2.2064  10.3343  4.9497  0.000
H  -1.3064  8.0670  3.7165  0.000
H  -3.0478  8.2907  3.6342  0.000
H  -1.6521  5.6663  4.4703  0.000
H  -2.1289  6.1102  2.9077  0.000
H  -3.3401  3.9580  5.2178  0.000
H  -3.4087  3.9105  3.3912  0.001
H  -4.8314  3.9887  4.2903  0.001
C  -1.2746  0.5607  -3.3119  0.016
O  -2.1761  1.2818  -4.1148  0.006
C  -3.5098  0.8536  -4.2528  0.016
C  -4.3320  1.8328  -5.1414  0.004
O  -3.8608  2.1817  -6.4187  0.001
C  -4.9127  2.6137  -7.2846  0.000
H  -0.7976  1.3028  -2.6717  0.001
H  -0.5259  0.0567  -3.9232  0.001
H  -1.8047  -0.1908  -2.7268  0.018
H  -4.0669  0.8434  -3.3160  0.024
H  -3.7598  -0.1214  -4.6711  0.004
H  -4.6369  2.7001  -4.5558  0.001
H  -5.2640  1.2840  -5.2764  0.001
H  -4.6637  3.3534  -8.0455  0.000
H  -5.6512  3.1955  -6.7330  0.000
H  -5.3235  1.7632  -7.8286  0.000
C  -0.4167  -5.8928  5.7177  0.000
O  -1.7994  -5.6144  5.3895  0.000
C  -2.1686  -5.7573  4.0774  0.001
C  -1.3062  -4.9473  3.0494  0.004
O  -1.3171  -3.6444  3.6098  0.013
C  -0.1144  -2.9961  3.3301  0.005
H  0.2373  -5.0547  5.4769  0.000
H  0.0312  -6.8238  5.3704  0.000
H  -0.4187  -6.0603  6.7948  0.000
H  -3.2240  -5.6251  3.8391  0.001
H  -2.0567  -6.8170  3.8482  0.000
H  -1.5332  -4.8441  1.9882  0.005
H  -0.3069  -5.3773  3.1177  0.000
H  0.2436  -3.0978  2.3056  0.001
H  0.7294  -3.3659  3.9128  0.000
H  -0.3003  -1.9435  3.5435  0.002
C  1.2783  -5.7564  -2.7149  0.001
O  1.6108  -7.1227  -2.3386  0.000
C  1.0124  -7.6028  -1.1642  0.000
C  2.1508  -7.4616  -0.0625  0.000
O  3.2295  -8.2964  -0.4683  0.000
C  4.3182  -8.4672  0.4425  0.000
H  0.2135  -5.8073  -2.9425  0.001
H  1.8739  -5.3906  -3.5512  0.000
H  1.4598  -5.0947  -1.8679  0.000
H  0.8516  -8.6769  -1.2569  0.000
H  0.1258  -7.1127  -0.7620  0.000
H  1.8140  -7.8719  0.8895  0.000
H  2.4356  -6.4511  0.2305  0.000
H  4.6137  -7.4854  0.8126  0.000
H  5.1167  -8.8854  -0.1702  0.000
H  4.2978  -9.2870  1.1605  0.000

Forces on atoms 1 to 2 (eV/Å):
-0.06 -0.11 0.07
2.73 0.15 -0.29

No. 2
# C20H65BF4N3O11

A cluster of 12 separate species, C20H65BF4N3O11 in total in a non-equilibrium geometry (ωB97M-V with the def2-TZVPD basis set, OMol25).

Values from the calculation:
orbital gap = 0.3184 hartree
total charge = -1
LUMO level = 0.07536 hartree
highest occupied orbital energy = -6.613 eV
ΔE to the lowest compared entry with this formula, charge and spin = 0.0 kcal per mole

Each line ends with the Löwdin charge.
CARTESIAN COORDINATES (ANGSTROEM)
B  -2.0262  0.2637  22.8605  -1.176
F  -3.3787  0.1245  23.3164  0.079
F  -1.8382  -0.5597  21.7273  0.108
F  -1.7554  1.6067  22.5541  0.122
F  -1.1505  -0.1982  23.9181  0.054
C  -5.7591  -2.1965  22.0283  -0.087
C  -7.1881  -1.7013  22.1133  -0.311
O  -7.5179  -1.2530  23.4364  -0.090
H  -5.6738  -3.1314  22.5842  0.072
H  -5.0796  -1.4774  22.4927  0.060
H  -5.4300  -2.2545  20.9884  0.077
H  -7.8846  -2.5061  21.8592  0.105
H  -7.3343  -0.8787  21.4175  0.103
H  -7.5704  -2.0530  23.9695  0.072
C  -3.7320  0.4000  18.8449  -0.078
C  -5.1756  0.6865  19.2503  -0.363
O  -5.3870  2.0491  19.3925  -0.080
H  -3.5159  -0.6669  18.8018  0.069
H  -3.0765  0.9157  19.5451  0.068
H  -3.5670  0.8348  17.8546  0.070
H  -5.4089  0.1322  20.1741  0.086
H  -5.8916  0.2553  18.5353  0.106
H  -5.4533  2.2241  20.3510  0.053
C  -3.9852  -0.5774  26.7995  -0.094
C  -5.3230  -0.0550  26.3955  -0.313
O  -6.2451  0.1427  27.4748  -0.073
H  -4.0539  -1.4943  27.4018  0.076
H  -3.4037  0.0704  27.4664  0.080
H  -3.3617  -0.6812  25.9072  0.056
H  -5.7801  -0.7307  25.6483  0.105
H  -5.2055  0.8469  25.7963  0.095
H  -6.3739  -0.7056  27.9080  0.071
C  -6.1977  3.7811  23.3511  -0.080
C  -5.4693  2.4593  23.4632  -0.304
O  -5.0583  2.0046  22.1761  -0.097
H  -6.2730  4.3548  24.2732  0.070
H  -7.1969  3.6784  22.9146  0.071
H  -5.6463  4.4167  22.6461  0.076
H  -6.0900  1.6662  23.9136  0.103
H  -4.6597  2.5658  24.2010  0.104
H  -4.2712  1.4524  22.3142  0.061
O  -2.4446  -3.4559  23.4652  -0.042
H  -2.7239  -2.5423  23.2779  0.036
H  -2.5384  -3.5456  24.4208  0.045
O  -0.4839  -1.4817  26.6323  -0.046
H  -1.3384  -1.6408  26.2095  0.022
H  -0.2866  -2.2984  27.1053  0.052
O  0.2823  -2.4998  22.8829  -0.079
H  -0.5028  -3.0362  23.0850  0.006
H  0.0102  -1.6138  23.1767  0.013
O  -0.8621  1.2856  26.3785  -0.084
H  -0.8868  0.8704  25.4915  0.013
H  -0.5872  0.5588  26.9563  0.011
C  -1.9189  6.2553  24.6618  -0.072
C  -1.0663  5.0364  24.9764  -0.425
C  -0.3945  5.1320  26.3341  -0.211
O  0.1466  6.4267  26.5315  -0.209
C  0.5799  6.5925  27.8635  -0.131
N  -1.9261  3.8279  24.9193  0.057
H  -2.7863  6.3648  25.3194  0.080
H  -2.3140  6.2143  23.6397  0.074
H  -1.3246  7.1704  24.7043  0.069
H  -0.3040  4.9806  24.1759  0.135
H  0.3576  4.3430  26.4964  0.125
H  -1.1739  4.9672  27.1022  0.131
H  -0.3205  6.5419  28.5015  0.088
H  1.0632  7.5527  28.0123  0.083
H  1.2258  5.7597  28.1700  0.074
H  -1.4482  2.9606  25.1730  0.035
H  -2.1781  3.6555  23.9492  0.060
C  5.8804  4.7346  26.8383  -0.072
C  4.6031  4.8442  26.0132  -0.453
C  4.1361  3.5400  25.4935  -0.248
O  3.2977  3.7955  24.4078  -0.171
C  2.6176  2.6673  24.0014  -0.121
N  3.5458  5.4605  26.8217  0.055
H  6.7375  4.4628  26.2241  0.074
H  5.7587  4.0728  27.7000  0.080
H  6.1262  5.7207  27.2574  0.071
H  4.8381  5.5013  25.1576  0.142
H  3.6224  2.9583  26.2741  0.134
H  4.9994  2.9168  25.1840  0.134
H  2.3141  2.0521  24.8506  0.089
H  3.2262  2.0755  23.3052  0.088
H  1.7322  2.9961  23.4733  0.085
H  3.8614  6.3524  27.1770  0.069
H  2.6542  5.5434  26.3536  0.055
C  0.4359  -1.3115  17.5388  -0.073
C  0.8458  -1.3951  18.9990  -0.438
C  0.9913  -0.0155  19.6152  -0.207
O  1.9916  0.7527  18.9414  -0.182
C  2.1097  2.0080  19.5051  -0.145
N  -0.1437  -2.1928  19.7663  0.048
H  1.2768  -1.0325  16.9020  0.070
H  -0.3495  -0.5549  17.4185  0.076
H  0.0438  -2.2667  17.1931  0.068
H  1.8168  -1.9059  19.0412  0.138
H  1.2816  -0.1327  20.6719  0.132
H  0.0149  0.4970  19.5544  0.127
H  2.6673  2.6541  18.8309  0.083
H  2.5632  1.9818  20.5046  0.078
H  1.1152  2.4776  19.6273  0.092
H  -0.9608  -1.5883  19.8902  0.048
H  0.1957  -2.3000  20.7270  0.035

Forces on atoms 1 to 2 (eV/Å):
0.14 -0.06 -0.26
0.64 -0.02 -0.08

No. 3
# C3H6N2O

An isolated molecule of C3H6N2O (ωB97M-V with the def2-TZVPD basis set, OMol25).

Values from the calculation:
orbital gap = 0.3634 hartree
LUMO level = 0.03571 hartree
highest occupied orbital energy = -8.917 eV
ΔE to the lowest compared entry with this formula, charge and spin = 47.0 kcal per mole

Each line ends with the Löwdin charge.
CARTESIAN COORDINATES (ANGSTROEM)
C  -1.8194  0.9327  0.7185  -0.108
C  0.2293  -0.0515  0.1701  -0.144
N  -0.8260  0.5940  -0.2931  -0.091
N  1.1391  -0.5365  -0.7153  0.017
C  2.1934  -1.2315  -0.1197  -0.344
O  3.1017  -1.7544  -0.7126  0.039
H  -2.2869  1.9041  0.5433  0.076
H  -1.2705  0.9522  1.6606  0.072
H  -2.5853  0.1534  0.7853  0.078
H  -1.0640  0.7485  -1.2747  0.137
H  1.1404  -0.4856  -1.7356  0.149
H  2.0483  -1.2255  0.9733  0.118

Forces on atoms 1 to 2 (eV/Å):
-0.18 0.08 0.13
-0.11 0.09 -0.30

No. 4
# C5H4N2O2

A cluster of 2 separate species, C5H4N2O2 in total in a non-equilibrium geometry (ωB97M-V with the def2-TZVPD basis set, OMol25).

Values from the calculation:
orbital gap (alpha / beta) = 0.2378 / 0.2055 hartree
LUMO level (alpha / beta) = -0.07277 / -0.08904 hartree
highest occupied orbital energy (alpha / beta) = -8.451 / -8.014 eV
ΔE to the lowest compared entry with this formula, charge and spin = 132.1 kcal per mole

Each line ends with the Löwdin charge.
CARTESIAN COORDINATES (ANGSTROEM)
C  -0.6647  -0.5636  0.6565  -0.019
C  -0.4749  -1.5350  -0.3812  -0.153
C  -0.1933  0.6671  0.1773  -0.114
C  0.2224  -0.9654  -1.3599  -0.051
C  3.3040  -1.4748  -0.8519  -0.445
N  0.3039  0.4553  -1.0863  -0.221
N  1.0917  1.1983  -1.8314  0.231
O  3.7737  -0.5575  -1.3682  0.190
O  2.9005  -2.4027  -0.2803  0.186
H  -0.8943  -0.7320  1.6624  0.086
H  -0.5697  -2.5791  -0.5148  0.078
H  -0.1418  1.6734  0.7220  0.134
H  1.2581  2.1228  -1.3564  0.097

Forces on atoms 1 to 2 (eV/Å):
1.40 2.07 -1.47
1.11 0.16 -0.20